# 1
Below is C15H14FN3O3S2 in the gas phase, with properties calculated with ωB97M-V/def2-TZVPD.

Frontier orbital gap, eV: 8.34
HOMO, Ha: -0.304

Element x y z (Å)
C (4.1763, -1.7648, -0.3562)
C (3.8459, -0.4379, -1.0216)
H (4.7523, 0.0390, -1.4042)
H (3.1299, -0.5690, -1.8391)
O (3.2856, 0.4659, -0.0608)
C (2.0293, 0.8670, -0.2234)
O (1.3257, 0.5775, -1.1532)
C (1.6061, 1.7376, 0.9528)
C (0.5453, 2.7061, 0.5519)
C (0.7086, 4.0386, 0.3513)
S (-0.7751, 4.7780, -0.1364)
C (-1.5231, 3.1904, -0.0382)
N (-0.7173, 2.2470, 0.3297)
N (-2.8398, 3.0356, -0.3322)
C (-3.5718, 1.8617, -0.3833)
S (-5.1568, 1.9770, -0.7655)
N (-2.8628, 0.7283, -0.1314)
C (-3.3619, -0.5623, -0.0212)
O (-4.5338, -0.8352, -0.0261)
C (-2.2867, -1.5832, 0.1317)
C (-1.0150, -1.4300, -0.4158)
C (-0.0739, -2.4318, -0.2690)
C (-0.4099, -3.5751, 0.4338)
C (-1.6706, -3.7577, 0.9755)
C (-2.6092, -2.7585, 0.8086)
H (-3.6077, -2.8698, 1.2029)
H (-1.9014, -4.6673, 1.5066)
F (0.5194, -4.5394, 0.5902)
H (0.9078, -2.3323, -0.7033)
H (-0.7420, -0.5516, -0.9801)
H (-1.8630, 0.8867, 0.0452)
H (-3.3733, 3.8638, -0.5663)
H (1.5945, 4.6283, 0.4624)
H (2.4807, 2.2490, 1.3514)
H (1.2087, 1.0622, 1.7153)
H (4.6274, -2.4328, -1.0841)
H (4.8739, -1.6095, 0.4625)
H (3.2776, -2.2315, 0.0399)



# 2
Below is C3HF3O in the gas phase, with properties calculated with ωB97M-V/def2-TZVPD.

Frontier orbital gap, eV: 10.13
HOMO, Ha: -0.365

Element x y z (Å)
C (0.6184, -1.7316, 1.1334)
C (0.0177, -0.7049, 0.0068)
C (0.1163, 0.9134, -0.3595)
O (-0.3137, -0.9487, 1.4673)
F (-0.9091, -1.2622, -0.6932)
F (0.9556, 1.5600, 0.4100)
F (0.4874, 1.0264, -1.6938)
H (-0.9726, 1.1476, -0.2711)



# 3
Below is a molecular structure, C46H63CuN4O5P2S, with properties calculated with ωB97M-V/def2-TZVPD.

Frontier orbital gap (alpha / beta), eV: 8.19 / 5.68
HOMO (alpha / beta), Ha: -0.394 / -0.394
2S+1: 2
Net charge: +1

Element x y z (Å)
Cu (-18.9285, 9.6922, -8.4804)
N (-20.3071, 11.1515, -8.9038)
C (-21.4833, 11.0737, -8.1507)
C (-22.3822, 12.2019, -7.9068)
C (-23.5318, 11.9666, -7.1018)
C (-23.5975, 10.7931, -6.3526)
C (-22.8334, 9.6401, -6.5652)
C (-21.7377, 9.8019, -7.4478)
P (-20.6788, 8.4542, -7.9876)
C (-21.4941, 7.7969, -9.4414)
C (-22.6415, 8.4360, -9.9962)
C (-23.0521, 8.0265, -11.2520)
C (-22.3431, 7.0603, -11.9729)
C (-21.3307, 6.3375, -11.3724)
C (-20.8394, 6.7522, -10.1475)
C (-20.3012, 7.0607, -6.9173)
C (-19.3632, 6.0966, -7.3325)
C (-19.1150, 4.9595, -6.5550)
C (-19.6580, 4.8681, -5.2482)
C (-20.4412, 5.8806, -4.8157)
C (-20.7689, 6.9651, -5.6127)
H (-20.5546, 11.1635, -9.9275)
H (-19.8605, 12.8200, -8.9618)
H (-22.3607, 13.2076, -8.3098)
H (-24.3652, 12.6590, -7.1184)
H (-24.3258, 10.7420, -5.5652)
H (-22.9887, 8.7404, -6.0421)
H (-23.1785, 9.2062, -9.4466)
H (-24.0309, 8.4333, -11.5790)
H (-22.7160, 6.8400, -13.0193)
H (-20.8629, 5.4745, -11.8595)
H (-19.9814, 6.2166, -9.6658)
H (-18.8515, 6.2280, -8.2406)
H (-18.4317, 4.1549, -6.8318)
H (-19.4666, 3.9922, -4.6541)
H (-20.8215, 5.8918, -3.7616)
H (-21.5683, 7.6670, -5.2567)
O (-17.0203, 10.8623, -6.9629)
H (-16.3822, 10.5992, -6.2342)
H (-17.4231, 11.6456, -6.5732)
C (-17.6197, 2.2115, -14.3351)
N (-16.9785, 3.2972, -13.6988)
C (-17.4965, 4.5947, -13.7241)
C (-16.5589, 5.3555, -13.1126)
N (-15.4300, 4.6395, -12.9391)
C (-15.6880, 3.3670, -13.2934)
H (-17.2399, 1.2373, -14.0951)
H (-17.5630, 2.2783, -15.4249)
H (-18.6890, 2.2578, -14.1164)
H (-18.5335, 4.8438, -14.0604)
H (-16.6038, 6.4323, -12.9423)
H (-14.8788, 2.6322, -13.3106)
O (-14.2718, 10.1114, -5.1831)
P (-12.9225, 10.6396, -4.8423)
C (-12.4974, 10.1338, -3.1000)
C (-13.6781, 10.1804, -2.1695)
C (-14.4349, 8.8513, -1.8642)
C (-13.4781, 7.7315, -1.5969)
C (-12.4689, 7.5658, -2.8010)
C (-11.6793, 8.8169, -2.9427)
C (-12.9283, 12.5222, -5.1022)
C (-11.7401, 13.3504, -4.4877)
C (-12.0291, 13.7884, -3.0764)
C (-13.3501, 14.5212, -2.9412)
C (-14.5315, 13.6762, -3.3752)
C (-14.2660, 13.2570, -4.8284)
C (-11.4379, 9.9969, -5.9746)
C (-10.7017, 10.9607, -6.9107)
C (-11.4895, 11.2435, -8.1969)
C (-11.7605, 9.9516, -8.9599)
C (-12.5381, 9.0042, -8.0495)
C (-11.9411, 8.7674, -6.6834)
H (-11.8709, 10.9437, -2.7338)
H (-14.4720, 10.9115, -2.4901)
H (-13.2833, 10.5128, -1.1967)
H (-15.1259, 8.5368, -2.6871)
H (-15.0170, 9.0373, -0.9750)
H (-13.9567, 6.7373, -1.4533)
H (-12.8986, 7.9195, -0.7257)
H (-13.1079, 7.4212, -3.7167)
H (-11.8375, 6.6712, -2.6735)
H (-10.8474, 8.7315, -3.6183)
H (-11.1149, 8.8796, -1.9877)
H (-12.9223, 12.5784, -6.2108)
H (-11.5682, 14.2148, -5.1586)
H (-10.7429, 12.7728, -4.5003)
H (-11.2018, 14.4286, -2.7889)
H (-11.9465, 12.9851, -2.3387)
H (-13.3385, 15.3489, -3.6327)
H (-13.4198, 14.9624, -1.9522)
H (-15.4465, 14.3120, -3.3744)
H (-14.7282, 12.7614, -2.7602)
H (-14.3293, 14.1490, -5.4587)
H (-15.1390, 12.6766, -5.2002)
H (-10.7665, 9.8125, -5.1564)
H (-9.7587, 10.4343, -7.1982)
H (-10.4595, 11.8021, -6.3144)
H (-10.8223, 11.8397, -8.8593)
H (-12.4149, 11.8200, -8.0968)
H (-10.8184, 9.3629, -9.1632)
H (-12.4018, 10.0921, -9.8355)
H (-12.6715, 8.0245, -8.6220)
H (-13.5506, 9.4794, -7.9613)
H (-11.0736, 8.0836, -6.8887)
H (-12.6379, 8.0862, -6.1327)
N (-17.0996, 9.7819, -9.4375)
C (-16.9630, 11.0110, -10.1204)
C (-17.8169, 11.3843, -11.2651)
C (-18.1980, 12.7218, -11.4925)
C (-17.6932, 13.6587, -10.5892)
C (-16.5959, 13.3764, -9.7850)
C (-16.2085, 12.0309, -9.5784)
S (-18.9659, 14.7336, -9.8492)
O (-18.5104, 15.8709, -9.1122)
O (-19.7804, 14.8482, -11.0223)
O (-19.5635, 13.8083, -8.7093)
H (-16.2632, 9.6240, -8.8683)
H (-17.1224, 9.0179, -10.0955)
H (-18.2747, 10.6337, -11.9508)
H (-18.9593, 12.9191, -12.2761)
H (-16.1138, 14.1576, -9.2762)
H (-15.6133, 11.8727, -8.6470)



# 4
Below is C3H4ClFOS in the gas phase, with properties calculated with ωB97M-V/def2-TZVPD.

Frontier orbital gap, eV: 9.17
HOMO, Ha: -0.334

Element x y z (Å)
C (0.5731, 0.7870, -1.1310)
C (-0.2490, 0.6239, 0.0209)
C (-0.4190, -1.0934, 1.6428)
H (1.6512, 0.3875, -0.9899)
H (-1.2536, 0.9787, -0.2449)
H (0.2066, 1.1732, 0.8466)
H (-0.9364, -0.2395, 2.2637)
O (-0.1417, -0.7346, 0.3959)
F (0.0076, 0.0568, -2.1157)
S (-0.4223, -2.5587, 2.3454)
Cl (0.5132, 2.4764, -1.5720)



Let's list maximum force in order: 0.0213; 0.0807; 0.0696; 0.0654 Eh/bohr.